# C45H29F12N5O2SSc

A molecular structure, C45H29F12N5O2SSc at a distorted geometry (wB97M-V/def2-TZVPD, OMol25).

Geometry (Å):
1 Sc 0.080 -0.211 0.401
2 C 1.462 -0.644 6.961
3 C 1.236 -0.054 5.593
4 C 0.318 0.961 5.368
5 C 0.100 1.453 4.098
6 C 0.786 0.962 2.977
7 N 0.523 1.395 1.681
8 C 0.338 2.722 1.385
9 C 0.783 3.728 2.276
10 C 0.517 5.066 2.093
11 C -0.208 5.502 0.991
12 C -0.534 6.957 0.767
13 C -0.553 4.549 0.047
14 C -0.267 3.192 0.181
15 C -0.571 2.282 -1.026
16 O -0.011 1.050 -1.001
17 C 0.002 2.940 -2.332
18 F 1.271 3.330 -2.133
19 F 0.017 2.050 -3.343
20 F -0.671 4.024 -2.794
21 C -2.135 2.103 -1.245
22 F -2.521 0.881 -0.824
23 F -2.889 2.995 -0.590
24 F -2.512 2.178 -2.542
25 C 1.727 -0.074 3.207
26 C 1.924 -0.555 4.495
27 C 2.468 -0.654 1.987
28 O 1.631 -1.167 1.043
29 C 3.422 -1.817 2.368
30 F 3.992 -2.356 1.274
31 F 4.427 -1.455 3.202
32 F 2.747 -2.815 2.968
33 C 3.395 0.484 1.343
34 F 4.644 0.055 1.051
35 F 3.564 1.550 2.141
36 F 2.905 0.927 0.172
37 H 1.073 0.011 7.741
38 H 0.956 -1.609 7.048
39 H 2.524 -0.813 7.146
40 H -0.249 1.372 6.198
41 H -0.642 2.224 3.948
42 H 1.353 3.414 3.140
43 H 0.877 5.782 2.825
44 H -0.569 7.505 1.709
45 H 0.224 7.431 0.136
46 H -1.497 7.065 0.267
47 H -1.080 4.893 -0.832
48 H 2.636 -1.346 4.681
49 S -5.042 -0.267 2.061
50 C -4.869 1.393 2.514
51 C -5.865 2.311 2.818
52 C -5.486 3.592 3.173
53 C -4.135 3.937 3.222
54 C -3.147 3.026 2.905
55 C -3.502 1.728 2.536
56 N -2.645 0.698 2.187
57 C -3.275 -0.397 1.940
58 C -2.694 -1.703 1.606
59 C -3.463 -2.832 1.920
60 C -2.998 -4.103 1.651
61 C -1.746 -4.245 1.073
62 C -0.995 -3.122 0.768
63 C -1.417 -1.797 0.992
64 H -6.909 2.029 2.763
65 H -6.242 4.331 3.407
66 H -3.851 4.943 3.504
67 H -2.110 3.327 2.921
68 H -4.428 -2.708 2.400
69 H -3.592 -4.973 1.904
70 H -1.355 -5.237 0.869
71 H -0.008 -3.282 0.340
72 N 0.889 -3.841 -6.228
73 C 1.664 -4.339 -7.247
74 C 1.367 -5.010 -8.427
75 C 2.436 -5.376 -9.223
76 C 3.756 -5.082 -8.857
77 C 4.050 -4.412 -7.686
78 C 2.987 -4.033 -6.869
79 N 2.989 -3.373 -5.661
80 C 1.736 -3.274 -5.307
81 C 1.277 -2.658 -4.062
82 C -0.036 -2.759 -3.610
83 C -0.373 -2.183 -2.399
84 N 0.498 -1.533 -1.635
85 C 1.754 -1.420 -2.073
86 C 2.185 -1.962 -3.269
87 H -0.113 -3.860 -6.178
88 H 0.348 -5.239 -8.713
89 H 2.251 -5.903 -10.150
90 H 4.561 -5.392 -9.512
91 H 5.067 -4.182 -7.397
92 H -0.795 -3.284 -4.175
93 H -1.384 -2.252 -2.015
94 H 2.439 -0.883 -1.430
95 H 3.209 -1.863 -3.599

## Properties
LUMO level: 0.060 Ha
Net charge: -1
Energy: -4514.1582 Ha
Energy above the lowest of the compared OMol25 structures with the same formula, charge and spin: 0.0 kcal/mol